Entry a
This record from OMol25 describes C5H8N2 in the gas phase. The level of theory is ωB97M-V with the def2-TZVPD basis set.

Orbital gap in eV: 9.7
SMILES: Cc1cnn(C)c1

```
15
Properties=species:S:1:pos:R:3:mulliken_charge:R:1
C 1.259 -0.359 2.079 -0.752
N 0.408 -0.686 0.954 0.587
C 0.732 -0.427 -0.345 -0.472
C -0.446 -0.150 -1.008 0.370
C -0.749 0.844 -2.092 -1.120
C -1.431 -0.383 -0.025 -0.329
N -0.920 -0.642 1.160 -0.927
H 1.045 -1.034 2.906 0.246
H 1.059 0.672 2.397 0.297
H 2.307 -0.433 1.780 0.309
H 1.765 -0.535 -0.656 0.409
H -1.414 0.512 -2.892 0.289
H 0.158 1.285 -2.504 0.338
H -1.273 1.652 -1.564 0.309
H -2.499 -0.315 -0.191 0.446
```

***

Entry b
This record from OMol25 describes C5H8N2 in the gas phase. The level of theory is ωB97M-V with the def2-TZVPD basis set.

Orbital gap in eV: 7.6

```
15
Properties=species:S:1:pos:R:3:mulliken_charge:R:1
C -1.572 -1.181 0.135 -0.618
N -0.376 -0.661 -0.134 0.205
C 0.830 -1.249 -0.099 -0.647
C 1.793 -0.202 0.377 -0.333
C 1.096 1.062 -0.050 -0.488
C -0.166 0.763 -0.366 0.159
N -1.211 1.536 -0.849 -0.513
H -2.419 -0.525 0.239 0.263
H -1.556 -2.147 0.618 0.229
H 1.796 -0.250 1.483 0.203
H 0.865 -2.298 0.166 0.299
H 2.832 -0.289 0.051 0.351
H 1.548 2.046 -0.107 0.399
H -2.033 1.026 -1.143 0.253
H -1.427 2.369 -0.322 0.237
```

***

Least stable of them? entry b.

***

Entry a
This record from OMol25 describes C5H8N2 in the gas phase. The level of theory is ωB97M-V with the def2-TZVPD basis set.

Orbital gap in eV: 11.3
SMILES: N#C[C@H](N)C1CC1

```
15
Properties=species:S:1:pos:R:3:mulliken_charge:R:1
N -1.686 0.693 0.972 -0.643
C -0.876 -0.225 0.186 0.188
C -1.571 -0.737 -1.027 0.095
N -2.135 -1.119 -1.963 -0.453
C 0.438 0.420 -0.208 -0.144
C 1.579 -0.447 -0.653 -0.557
C 1.632 0.246 0.679 -0.614
H -2.559 0.254 1.248 0.271
H -1.931 1.504 0.410 0.278
H -0.657 -1.099 0.812 0.213
H 0.321 1.382 -0.705 0.399
H 1.420 -1.523 -0.669 0.231
H 2.212 -0.080 -1.455 0.265
H 2.307 1.088 0.798 0.262
H 1.504 -0.355 1.576 0.210
```

***

Entry b
This record from OMol25 describes C5H8N2 in the gas phase. The level of theory is ωB97M-V with the def2-TZVPD basis set.

Orbital gap in eV: 9.9
SMILES: C=C(C)CNC#N

```
15
Properties=species:S:1:pos:R:3:mulliken_charge:R:1
C -0.512 -1.671 0.705 -1.152
C -0.006 -0.249 0.760 0.803
C -0.753 0.802 1.109 -1.013
C -0.251 1.449 -1.346 0.430
N -0.936 2.371 -1.538 -0.494
C 1.254 0.063 -0.007 -0.812
N 0.599 0.425 -1.282 -0.229
H -0.400 -2.042 1.732 0.299
H -1.577 -1.707 0.436 0.300
H 0.061 -2.335 0.034 0.325
H -0.282 1.763 1.315 0.360
H -1.842 0.768 1.106 0.285
H 1.957 -0.767 -0.184 0.382
H 1.834 0.919 0.367 0.273
H 0.696 -0.086 -2.135 0.242
```

***

Entry c
This record from OMol25 describes C5H8N2 in the gas phase. The level of theory is ωB97M-V with the def2-TZVPD basis set.

Orbital gap in eV: 7.9
SMILES: CN1C=C=CN1C

```
15
Properties=species:S:1:pos:R:3:mulliken_charge:R:1
C -1.810 -0.472 0.362 -0.801
N -0.517 -0.295 -0.279 0.239
C -0.244 -0.547 -1.581 0.036
C 0.836 0.172 -2.128 -0.859
C 1.219 0.289 1.288 -0.885
C 1.149 0.911 -1.005 -0.180
N 0.377 0.673 0.138 -0.086
H -2.413 0.441 0.299 0.325
H -1.708 -0.769 1.409 0.266
H -2.330 -1.267 -0.178 0.305
H -0.895 -1.276 -2.062 0.324
H 2.199 0.759 1.165 0.360
H 1.374 -0.795 1.261 0.307
H 0.796 0.601 2.242 0.275
H 1.934 1.647 -0.841 0.374
```

***

Least stable of them? entry c.

***

Entry a
This record from OMol25 describes C5H8N2 in the gas phase. The level of theory is ωB97M-V with the def2-TZVPD basis set.

Orbital gap in eV: 7.9

```
15
Properties=species:S:1:pos:R:3:mulliken_charge:R:1
C 0.861 0.198 -0.168 0.362
C -2.577 -0.454 0.222 -0.817
C -1.335 -0.505 -0.278 0.009
C 2.255 0.650 0.083 -0.557
C 1.790 -0.981 0.061 -0.652
N -0.781 1.777 -0.213 -1.055
N -0.382 0.557 -0.200 0.594
H -3.274 -1.211 0.041 0.300
H -2.891 0.151 1.153 0.265
H -1.077 -1.289 -0.892 0.347
H 2.839 1.123 -0.707 0.216
H 2.544 1.061 0.992 0.226
H 1.670 -1.339 1.053 0.257
H 2.100 -1.558 -0.787 0.279
H -1.742 1.821 -0.363 0.227
```

***

Entry b
This record from OMol25 describes C5H8N2 in the gas phase. The level of theory is ωB97M-V with the def2-TZVPD basis set.

Orbital gap in eV: 9.5
SMILES: C=C=N/C=N/CC

```
15
Properties=species:S:1:pos:R:3:mulliken_charge:R:1
C -2.330 0.182 0.357 -1.066
C -1.354 0.099 -0.811 -0.348
N -0.006 -0.003 -0.325 -0.372
C 2.685 -1.398 0.818 -0.935
C 2.235 -0.253 0.405 0.815
N 2.083 0.865 -0.077 -0.497
C 0.815 0.914 -0.641 -0.020
H -3.360 0.212 -0.009 0.337
H -2.220 -0.684 1.017 0.286
H -2.148 1.083 0.950 0.286
H -1.471 0.970 -1.472 0.325
H -1.567 -0.796 -1.402 0.267
H 2.323 -1.931 1.680 0.275
H 3.724 -1.070 0.718 0.273
H 0.591 1.812 -1.207 0.375
```

***

Least stable of them? entry a.

***

Entry a
This record from OMol25 describes 5 unconnected molecules or ions with the total composition C5H20O5. The level of theory is ωB97M-V with the def2-TZVPD basis set.

Orbital gap in eV: 10.3
SMILES: CO.CO.CO.CO.CO

```
30
Properties=species:S:1:pos:R:3:mulliken_charge:R:1
C 4.815 10.754 19.757 -0.437
O 6.162 10.331 19.394 -0.511
H 4.905 11.833 19.880 0.231
H 4.234 10.585 18.850 0.200
H 4.356 10.259 20.613 0.218
H 6.322 10.529 18.468 0.298
C 2.750 16.121 15.034 -0.500
O 2.737 14.726 15.358 -0.489
H 2.715 16.675 15.973 0.242
H 3.701 16.430 14.599 0.221
H 1.858 16.374 14.461 0.231
H 1.908 14.604 15.826 0.296
C 5.973 9.393 13.403 -0.567
O 6.245 10.713 13.172 -0.481
H 6.771 8.662 13.275 0.258
H 5.581 9.228 14.406 0.206
H 5.030 9.176 12.900 0.276
H 5.576 11.215 13.642 0.308
C 8.128 7.516 26.526 -0.478
O 7.134 7.631 25.549 -0.501
H 8.571 8.508 26.444 0.233
H 7.696 7.454 27.525 0.219
H 8.888 6.773 26.283 0.218
H 7.436 8.102 24.770 0.310
C 1.209 7.800 26.076 -0.470
O 2.060 6.859 26.665 -0.489
H 0.444 7.275 25.505 0.190
H 0.746 8.165 26.994 0.175
H 1.713 8.511 25.421 0.284
H 2.907 7.024 26.244 0.309
```

***

Entry b
This record from OMol25 describes 5 unconnected molecules or ions with the total composition C5H20O5. The level of theory is ωB97M-V with the def2-TZVPD basis set.

Orbital gap in eV: 10.6
SMILES: CO.CO.CO.CO.CO

```
30
Properties=species:S:1:pos:R:3:mulliken_charge:R:1
C -10.012 5.406 -1.947 -0.534
O -11.146 4.661 -2.222 -0.469
H -10.184 6.347 -1.424 0.262
H -9.338 4.838 -1.307 0.270
H -9.496 5.524 -2.900 0.193
H -11.545 4.486 -1.366 0.286
C -10.036 7.266 -6.798 -0.403
O -9.607 7.031 -8.121 -0.529
H -11.046 7.663 -6.896 0.181
H -10.163 6.287 -6.335 0.198
H -9.400 7.960 -6.248 0.240
H -9.100 6.216 -8.138 0.314
C -14.333 9.736 -4.128 -0.434
O -13.746 11.042 -4.059 -0.523
H -13.951 8.987 -3.435 0.189
H -15.394 9.884 -3.929 0.248
H -14.279 9.453 -5.180 0.211
H -13.589 11.352 -4.954 0.311
C -18.715 5.449 -4.052 -0.465
O -19.143 6.523 -3.272 -0.516
H -17.798 4.983 -3.692 0.231
H -19.443 4.651 -3.902 0.253
H -18.714 5.713 -5.110 0.205
H -19.417 6.344 -2.370 0.293
C -13.863 4.395 -5.937 -0.577
O -13.875 5.284 -4.873 -0.461
H -12.934 4.449 -6.506 0.223
H -13.987 3.364 -5.607 0.265
H -14.705 4.511 -6.619 0.256
H -13.135 5.075 -4.298 0.284
```

***

Least stable of them? entry a.